{"formula": "C5H32B3CrO5", "method": "ωB97M-V/def2-TZVPD", "mol_weight_g_mol": 256.74, "homo_lumo_gap_ev": [7.3, 8.9], "e_above_lowest_ev": 3.742, "spin_multiplicity": 4, "e_tot_ev": -46380.214, "max_force_ev_per_a": 4.94, "symbols": ["Cr", "B", "H", "H", "H", "H", "B", "H", "H", "H", "H", "B", "H", "H", "H", "H", "C", "O", "H", "H", "H", "H", "C", "O", "H", "H", "H", "H", "C", "O", "H", "H", "H", "H", "C", "O", "H", "H", "H", "H", "C", "O", "H", "H", "H", "H"], "positions_angstrom": [[-1.568, 1.350, -0.183], [-3.106, 0.991, 1.383], [-3.342, 1.090, 0.335], [-2.691, 1.905, 1.779], [-3.911, 0.647, 2.014], [-2.315, 0.258, 1.367], [-0.760, 3.264, 0.582], [-1.571, 3.974, 0.623], [0.176, 3.719, 0.867], [-0.877, 2.402, 1.220], [-0.645, 2.931, -0.438], [0.129, 0.046, 0.153], [0.522, 0.900, -0.377], [-0.319, 0.371, 1.079], [-0.663, -0.375, -0.447], [0.930, -0.671, 0.242], [0.410, 2.244, -2.865], [-0.798, 1.508, -2.434], [1.132, 2.230, -2.049], [1.030, 1.811, -3.650], [0.244, 3.300, -3.077], [-1.343, 1.409, -3.219], [0.700, -3.063, 2.154], [-0.032, -3.177, 3.312], [1.309, -2.159, 2.151], [1.277, -3.963, 1.946], [0.026, -2.923, 1.309], [0.473, -2.871, 4.069], [3.451, -0.260, 2.282], [2.420, 0.613, 2.434], [3.327, -1.256, 2.707], [3.628, -0.254, 1.206], [4.325, 0.209, 2.733], [1.840, 0.573, 1.671], [-3.140, -1.415, -1.252], [-2.653, -0.159, -1.596], [-4.223, -1.299, -1.309], [-2.727, -2.235, -1.839], [-2.951, -1.600, -0.195], [-2.846, 0.052, -2.513], [2.636, -1.663, -2.363], [2.560, -2.191, -1.013], [3.253, -0.764, -2.349], [3.204, -2.267, -3.071], [1.636, -1.527, -2.775], [1.842, -1.704, -0.602]], "atomic_forces_ev_per_a": [[0.03, -1.03, 1.92], [-0.50, 1.30, 0.47], [-1.93, 0.78, -4.44], [1.19, 3.20, 1.45], [-2.77, -1.41, 1.76], [3.66, -3.28, -0.40], [-0.27, 1.39, -0.42], [-3.14, 2.20, 0.27], [3.34, 1.22, 1.03], [-0.63, -3.73, 2.56], [0.70, -0.99, -4.55], [0.19, -0.05, 0.02], [1.52, 3.39, -2.09], [-1.06, 0.83, 3.84], [-2.77, -2.06, -2.40], [2.45, -2.25, 0.69], [0.67, 0.17, 1.05], [1.41, 0.94, -0.87], [-0.52, -0.06, 0.45], [-0.93, -0.56, -0.47], [-0.56, -0.16, -0.08], [-0.09, 0.05, -0.06], [0.53, 0.40, -1.31], [-1.09, -0.18, 1.37], [0.37, -0.14, 0.01], [0.36, 0.04, 0.00], [-0.26, -0.13, 0.02], [0.05, -0.01, -0.11], [1.74, 0.13, -1.09], [-2.19, 1.35, 1.07], [-0.23, -0.14, -0.09], [0.66, -1.02, -0.12], [0.22, -0.24, 0.18], [-0.14, -0.06, 0.13], [-1.42, -0.71, 0.96], [1.33, 1.69, -0.23], [-0.19, -0.85, -0.24], [-0.08, 0.17, -0.14], [0.36, 0.12, -0.10], [-0.11, -0.15, 0.07], [0.45, 0.01, 0.77], [0.33, -0.18, -1.49], [-0.50, 0.58, 0.02], [-0.19, -0.85, 0.50], [0.05, 0.32, -0.05], [-0.04, 0.01, 0.16]]}